[1]
ORCA calculation (ωB97M-V/def2-TZVPD) on a molecular structure, C34H31AsIrN2S2.

Geometry as XYZ:
```
71
Properties=species:S:1:pos:R:3:forces:R:3:mulliken_charge:R:1
Ir 0.4079 0.2092 -0.0060 -0.2 0.0 -0.2 1.94
C 0.3066 -1.2741 2.6672 0.0 0.0 0.0 -1.16
N 0.0722 0.1162 2.1482 -0.1 -0.1 0.1 0.21
C -1.3583 0.4952 2.3664 0.0 0.0 0.0 -0.50
C -1.8303 1.4102 1.2644 0.0 -0.1 0.0 -1.06
N -1.6732 0.7390 -0.0728 0.0 0.1 0.1 0.06
C -1.9747 1.7447 -1.1326 0.0 0.0 0.0 -1.24
C -2.6058 -0.3917 -0.1972 0.0 -0.1 0.0 -0.43
C -3.9736 -0.2171 -0.1264 0.0 0.0 0.0 -0.64
C -4.8084 -1.3219 -0.2739 0.0 0.0 0.0 -0.88
C -4.2858 -2.5932 -0.4930 0.0 0.0 0.0 -0.72
C -2.9187 -2.7744 -0.5660 0.0 0.0 0.0 -0.90
C -2.0760 -1.6674 -0.4129 0.1 0.2 0.0 1.50
S -0.3568 -1.8266 -0.4851 -0.2 -0.3 0.0 -0.31
C 1.0226 0.9730 2.8854 0.0 0.1 0.0 -0.33
C 0.8612 1.2405 4.2349 0.0 0.0 0.0 -0.41
C 1.8437 1.9498 4.9127 0.0 0.0 0.0 -0.91
C 2.9907 2.3677 4.2559 0.0 0.0 0.0 -0.71
C 3.1577 2.0916 2.9087 0.0 0.0 0.0 -0.61
C 2.1654 1.3997 2.2258 -0.1 -0.1 0.1 0.84
S 2.2971 1.1608 0.4830 0.4 0.3 0.0 -0.23
H 0.1327 -1.2961 3.7430 0.0 0.0 0.0 0.41
H 1.3376 -1.5528 2.4624 0.0 0.0 0.0 0.30
H -0.3707 -1.9695 2.1786 0.0 0.0 0.0 0.52
H -1.4886 0.9909 3.3261 0.0 0.0 0.0 0.54
H -1.9498 -0.4205 2.3792 0.0 0.0 0.0 0.48
H -1.2349 2.3239 1.2323 0.0 0.0 0.0 0.59
H -2.8755 1.6837 1.4193 0.0 0.0 0.0 0.50
H -2.9428 2.2100 -0.9444 0.0 0.0 0.0 0.53
H -1.9863 1.2542 -2.1013 0.0 0.0 0.0 0.42
H -1.2024 2.5118 -1.1110 0.0 0.0 0.0 0.19
H -4.4109 0.7604 0.0290 0.0 0.0 0.0 0.43
H -5.8799 -1.1841 -0.2209 0.0 0.0 0.0 0.46
H -4.9499 -3.4388 -0.6058 0.0 0.0 0.0 0.49
H -2.4940 -3.7557 -0.7342 0.0 0.0 0.0 0.53
H -0.0075 0.8918 4.7785 0.0 0.0 0.0 0.45
H 1.7121 2.1657 5.9640 0.0 0.0 0.0 0.43
H 3.7561 2.9102 4.7930 0.0 0.0 0.0 0.42
H 4.0447 2.4196 2.3826 0.0 0.0 0.0 0.50
C -2.2851 0.0091 -5.5873 0.0 0.0 0.0 -0.53
C -1.6383 1.2268 -5.4431 0.0 0.0 0.0 -0.79
C -0.6387 1.3781 -4.4908 0.0 0.0 0.1 0.24
C -0.2979 0.3041 -3.6736 0.0 -0.1 -0.1 0.10
C -0.9383 -0.9238 -3.8307 0.1 0.0 0.1 -0.04
C -1.9303 -1.0695 -4.7871 0.0 0.0 0.0 -0.98
As 1.0895 0.5056 -2.3490 -0.2 0.1 0.0 0.82
C 2.6020 -0.5369 -2.8600 0.0 0.0 0.0 0.49
C 2.7430 -1.9133 -2.8516 0.0 0.0 0.0 -0.79
C 3.9404 -2.4640 -3.2880 0.0 0.0 0.0 -0.81
C 4.9693 -1.6339 -3.7159 0.0 0.0 0.0 -0.82
C 4.8208 -0.2534 -3.7172 0.0 0.0 0.0 -0.66
C 3.6280 0.3120 -3.2878 0.0 0.0 0.0 0.49
C 3.3271 1.7637 -3.2321 0.0 0.0 0.0 0.61
C 4.1927 2.7881 -3.5936 0.0 0.0 0.0 -0.67
C 3.7862 4.1096 -3.4758 0.0 0.0 0.0 -0.80
C 2.5244 4.4322 -2.9908 0.0 0.0 0.0 -0.83
C 1.6485 3.4212 -2.6208 0.0 0.0 0.0 -0.38
C 2.0543 2.1034 -2.7581 0.0 0.0 0.1 -0.07
H -3.0561 -0.1063 -6.3372 0.0 0.0 0.0 0.42
H -1.9015 2.0591 -6.0820 0.0 0.0 0.0 0.45
H -0.1234 2.3252 -4.3972 0.0 0.0 0.0 0.44
H -0.6480 -1.7799 -3.2322 0.0 0.0 0.0 0.52
H -2.4178 -2.0260 -4.9212 0.0 0.0 0.0 0.46
H 1.9399 -2.5601 -2.5186 0.0 0.0 0.0 0.37
H 4.0724 -3.5371 -3.2967 0.0 0.0 0.0 0.45
H 5.9000 -2.0693 -4.0537 0.0 0.0 0.0 0.43
H 5.6362 0.3730 -4.0533 0.0 0.0 0.0 0.43
H 5.1840 2.5652 -3.9648 0.0 0.0 0.0 0.44
H 4.4656 4.9012 -3.7619 0.0 0.0 0.0 0.43
H 2.2279 5.4684 -2.9026 0.0 0.0 0.0 0.45
H 0.6662 3.6704 -2.2373 0.0 0.0 0.0 0.43
```
Forces are in eV/Å.

Values from the calculation:
Orbital gap (spin up / spin down) (eV): 6.476 / 4.865
Total energy (eV): -124076.9192
Spin multiplicity: 2
Strongest force on any atom (eV/A): 0.5
Energy relative to the best compared isomer or geometry (same formula, charge and spin) (kJ/mol): 0.00
Net charge: +2
Expectation value of S²: 0.767
E_HOMO (spin up / spin down) (eV): -13.392 / -13.392



[2]
ORCA calculation (ωB97M-V/def2-TZVPD) on a gas-phase ion, C4H8NO (charge +1).

Geometry as XYZ:
```
14
Properties=species:S:1:pos:R:3:forces:R:3:mulliken_charge:R:1
C -1.3006 1.0750 0.8978 -1.2 2.8 0.0 -0.91
N -1.0080 0.3694 -0.3566 0.1 -0.3 0.6 0.01
C 0.3956 0.0287 -0.3672 3.5 -3.6 0.4 0.12
C 1.5978 -1.1187 0.3733 -3.4 0.3 -1.2 -0.42
C 1.1795 -0.9857 -1.1192 -1.1 -0.9 1.1 -0.23
O 1.3341 0.4008 -1.3307 0.1 1.2 -0.6 -0.38
H -2.3824 1.4512 0.8947 1.3 -1.3 0.5 0.34
H -0.8751 0.4581 1.6443 -0.5 -0.4 1.3 0.39
H -0.7320 2.0150 0.9033 0.1 -0.4 -0.1 0.37
H -1.2225 1.0516 -1.0760 -0.2 -0.5 -1.0 0.40
H -1.5949 -0.4766 -0.3153 0.1 0.3 -1.0 0.39
H 1.2081 -1.9327 1.0732 0.2 1.0 -1.5 0.27
H 2.4741 -0.6518 0.7611 0.5 0.7 -0.2 0.29
H 0.9261 -1.6843 -1.9828 0.5 1.1 1.5 0.37
```
Forces are in eV/Å.

Values from the calculation:
Orbital gap (eV): 10.002
Total energy (eV): -7803.3119
Strongest force on any atom (eV/A): 5.0
Energy relative to the best compared isomer or geometry (same formula, charge and spin) (kJ/mol): 462.25
Net charge: +1
E_HOMO (eV): -13.768
SMILES: C[NH2+][C@]12C[C@@H]1O2



[3]
ORCA calculation (ωB97M-V/def2-TZVPD) on 2 unconnected molecules or ions with the total composition C31H28NO2S2.

Geometry as XYZ:
```
64
Properties=species:S:1:pos:R:3:forces:R:3:mulliken_charge:R:1
C -7.2329 4.4939 -1.4044 0.1 -0.1 0.1 -0.49
C -7.1573 3.0789 -2.0182 0.0 0.2 -0.2 -0.45
C -5.6606 2.7598 -2.1932 0.7 0.3 0.3 -0.62
N -4.8946 3.9616 -1.7709 -1.4 -0.1 0.2 0.09
C -3.5485 3.9734 -1.5044 -0.9 0.2 0.0 -0.14
S -2.6512 2.5747 -1.6821 0.3 -1.5 -0.4 -0.37
S -2.8118 5.3787 -0.9828 0.0 1.3 0.3 -0.52
C -5.8284 5.0984 -1.5571 0.7 -0.3 0.1 -0.69
H -7.9982 5.1101 -1.8932 0.2 -0.1 0.1 0.28
H -7.5135 4.4391 -0.3458 0.2 0.0 -0.1 0.27
H -7.6576 2.3368 -1.3840 0.2 0.1 -0.1 0.25
H -7.6752 3.0495 -2.9839 0.1 0.0 0.1 0.26
H -5.3450 1.9157 -1.5723 0.0 0.1 -0.2 0.31
H -5.4067 2.5266 -3.2317 0.0 -0.1 0.1 0.24
H -5.7635 5.7722 -2.4165 -0.1 0.1 0.0 0.27
H -5.5211 5.6534 -0.6658 0.1 0.0 -0.3 0.34
C -4.2927 -3.2870 -1.4341 -0.2 -0.1 0.0 -0.83
O -3.6533 -2.4756 -2.3923 0.8 0.6 0.2 -0.47
C -2.5862 -1.7474 -1.9063 0.4 0.4 0.0 0.97
C -1.9145 -0.8903 -2.7995 -1.0 -0.9 0.0 -0.46
C -0.8385 -0.1514 -2.4060 0.6 0.0 0.8 -0.75
C -0.3396 -0.2433 -1.0905 -0.8 -0.5 -0.1 0.75
C 0.8617 0.4457 -0.7053 1.2 -0.6 0.9 -0.86
C 1.8265 -0.0538 0.1659 -1.4 0.6 -1.1 0.51
C 2.9293 0.7575 0.5659 1.0 -0.3 0.4 -1.22
C 4.0060 0.2478 1.2270 -0.9 0.7 -0.5 0.26
C 5.1153 1.1249 1.6422 0.2 0.0 0.2 0.19
C 4.8799 2.3627 2.2435 -0.3 -0.4 -0.2 -0.40
C 5.9265 3.1736 2.6201 0.0 0.3 0.1 -0.63
C 7.2289 2.7712 2.4060 0.2 0.2 0.1 -0.33
C 7.4812 1.5418 1.8326 0.1 0.1 0.0 -0.70
C 6.4366 0.7258 1.4633 -0.1 -0.3 -0.2 -0.25
C 4.0689 -1.1926 1.5018 0.2 -0.1 0.2 0.49
O 5.0868 -1.7059 1.9430 0.3 -0.2 0.3 -0.75
C 2.8743 -1.9945 1.2255 -0.9 0.4 -0.4 0.06
C 2.8328 -3.4278 1.5636 0.1 -0.2 0.0 0.06
C 1.6759 -4.0186 2.0756 0.2 0.4 -0.1 -0.34
C 1.6335 -5.3665 2.3523 -0.2 -0.2 0.0 -0.70
C 2.7384 -6.1584 2.1147 0.0 -0.3 0.1 -0.33
C 3.8916 -5.5928 1.6100 0.0 -0.1 0.0 -0.70
C 3.9387 -4.2433 1.3414 0.2 0.3 -0.1 -0.28
C 1.8251 -1.4188 0.5813 0.6 -0.8 0.5 -0.88
C -1.0498 -1.0577 -0.1819 0.8 1.0 -0.5 -1.30
C -2.1294 -1.7914 -0.5760 -1.1 -0.6 -0.7 -0.18
H -5.0839 -3.8570 -1.9240 0.2 0.2 -0.1 0.24
H -3.5742 -3.9843 -1.0004 -0.1 -0.1 0.2 0.34
H -4.7370 -2.6595 -0.6594 0.0 -0.1 0.2 0.33
H -2.2799 -0.8391 -3.8090 -0.1 0.1 -0.2 0.43
H -0.3242 0.4726 -3.1172 0.0 0.2 -0.1 0.35
H 1.0849 1.3813 -1.1957 -0.2 0.3 0.0 0.46
H 2.9085 1.8038 0.3199 0.0 0.3 -0.1 0.62
H 3.8652 2.6633 2.4393 -0.2 0.1 0.0 0.49
H 5.7271 4.1174 3.1017 -0.1 0.2 0.0 0.38
H 8.0456 3.4131 2.6918 0.2 0.1 0.1 0.37
H 8.4969 1.2138 1.6901 0.2 -0.1 -0.1 0.38
H 6.6280 -0.2498 1.0512 0.1 -0.1 -0.1 0.39
H 0.8136 -3.4051 2.2687 -0.2 0.2 0.1 0.49
H 0.7367 -5.8064 2.7586 -0.2 0.0 0.1 0.37
H 2.7033 -7.2149 2.3252 0.0 -0.2 0.1 0.37
H 4.7568 -6.2079 1.4256 0.2 -0.1 0.0 0.37
H 4.8379 -3.7946 0.9569 0.1 0.0 0.0 0.40
H 1.0075 -2.0533 0.2955 -0.1 -0.1 -0.2 1.11
H -0.7530 -1.0611 0.8528 0.0 0.0 0.2 0.77
H -2.6479 -2.3891 0.1509 -0.1 -0.1 0.2 0.38
```
Forces are in eV/Å.

Values from the calculation:
Orbital gap (eV): 4.227
Total energy (eV): -59857.8888
Strongest force on any atom (eV/A): 1.9
Net charge: -1
E_HOMO (eV): -3.129



[4]
ORCA calculation (ωB97M-V/def2-TZVPD) on a molecular structure, C22H22O12P3Pd.

Geometry as XYZ:
```
60
Properties=species:S:1:pos:R:3:forces:R:3:mulliken_charge:R:1
Pd -15.8890 -4.1566 9.2670 0.7 -0.4 1.1 1.01
O -21.8678 7.1227 11.1442 0.0 0.0 -0.1 -0.08
C -20.1616 7.2044 10.0922 6.6 1.8 5.2 0.30
O -19.2041 7.4530 10.8133 -6.6 -1.7 -5.1 -0.22
C -18.7097 -5.5575 9.5607 0.7 2.7 1.9 0.91
O -19.1731 -5.8453 8.5344 0.6 -0.4 1.3 -0.33
O -18.2485 -5.0450 10.5628 -1.3 -2.2 -3.4 -0.47
C -11.9276 -5.9268 10.5775 -1.5 -0.9 -0.7 -1.38
C -12.5669 -4.6130 11.1088 -1.2 -0.1 -0.5 0.88
O -11.7982 -4.1032 12.1974 -0.6 2.0 -2.8 -0.58
P -12.8775 -3.1981 9.8050 -1.3 -1.3 0.2 0.94
O -13.4195 -1.9372 10.5506 -0.9 0.5 1.6 -0.58
O -11.4603 -2.7329 9.3485 1.4 0.8 0.8 -0.55
O -13.8421 -3.6276 8.6737 2.0 0.4 1.6 -0.44
P -14.4450 -4.9170 11.5015 0.1 -1.3 -0.1 1.03
O -14.3520 -5.6563 12.9151 0.1 0.6 -0.1 -0.54
O -15.1288 -5.8376 10.4780 0.6 0.6 -0.1 -0.70
O -15.2145 -3.6035 11.4383 -0.1 0.2 0.1 -0.92
H -10.8367 -5.8986 10.5152 -0.2 0.2 0.4 0.39
H -12.2822 -6.0792 9.5353 0.1 -0.1 0.6 0.33
H -12.2940 -6.8615 11.1557 0.7 1.7 -0.7 0.31
H -11.9288 -4.7041 12.8770 -0.2 -1.8 2.4 0.39
H -14.1972 -2.0415 11.2087 1.4 -0.4 -1.5 0.48
H -10.9252 -2.3018 10.1018 -1.1 -0.9 -1.6 0.42
H -15.1355 -5.7319 13.4891 0.2 0.1 -0.5 0.40
O -16.7336 -3.6641 7.4822 -0.4 1.2 -2.0 -0.89
P -16.7939 -2.4199 6.5098 0.2 -0.8 1.3 1.89
C -15.4281 -2.1974 5.4053 -0.4 -0.8 -0.9 0.12
C -14.3171 -3.0076 5.5281 0.1 -0.8 0.4 0.00
C -13.2089 -2.7859 4.7276 0.0 -0.2 0.8 -0.74
C -13.3164 -1.8702 3.7111 0.2 -0.5 -0.8 -0.59
C -14.4638 -1.1514 3.4895 -0.6 -0.5 1.0 -0.67
C -15.5320 -1.2892 4.3374 -0.1 0.2 1.0 -0.46
C -16.6897 -1.0001 7.5344 2.8 0.0 0.3 0.07
C -15.4047 -0.4934 7.8906 -2.2 2.5 0.7 -0.62
C -15.4197 0.6269 8.7610 -0.8 -1.6 0.7 -0.94
C -16.5815 0.9792 9.5181 1.8 -0.5 -1.3 -0.43
C -17.7532 0.3587 9.2125 -1.6 0.5 1.6 -0.77
C -17.7599 -0.5770 8.2323 -2.7 -1.0 -0.3 0.04
C -18.3170 -2.3085 5.6095 -0.5 -1.2 0.2 0.54
C -19.0338 -3.4888 5.3888 1.1 0.4 0.9 -0.63
C -20.3090 -3.4382 4.9123 0.2 -1.4 0.2 -0.46
C -20.9262 -2.2625 4.6415 -0.9 0.8 -1.4 -0.56
C -20.1682 -1.0963 4.6994 -1.1 -0.1 0.5 -0.78
C -18.9188 -1.1144 5.2412 1.2 1.0 0.4 -0.16
H -14.3377 -3.9016 6.1729 0.1 0.9 0.1 0.33
H -12.3143 -3.3288 5.0004 0.1 -0.1 -0.7 0.47
H -12.6347 -1.8314 2.8970 1.2 0.2 -0.1 0.38
H -14.5343 -0.5296 2.6540 -0.1 0.9 -1.2 0.50
H -16.4119 -0.6733 4.2113 -0.1 -0.1 0.0 0.35
H -14.4941 -0.8153 7.4674 0.8 -0.4 -0.5 0.57
H -14.4993 1.0815 9.0497 0.6 0.3 0.0 0.44
H -16.4785 1.6450 10.3379 0.0 0.7 0.4 0.46
H -18.7130 0.4926 9.7751 1.2 0.2 -0.5 0.36
H -18.7132 -1.0803 8.0771 0.0 0.1 -0.3 0.36
H -18.6863 -4.4520 5.7354 0.4 0.0 -0.1 0.29
H -20.7152 -4.4201 4.8236 -1.1 -0.2 -0.2 0.42
H -21.9638 -2.2715 4.2739 0.6 0.2 0.3 0.37
H -20.5995 -0.1409 4.5001 -0.4 0.4 -0.3 0.40
H -18.4430 -0.1475 5.4533 0.0 -0.5 -0.2 0.35
```
Forces are in eV/Å.

Values from the calculation:
Orbital gap (spin up / spin down) (eV): 9.717 / 7.055
Total energy (eV): -79080.4604
Spin multiplicity: 5
Strongest force on any atom (eV/A): 8.6
Energy relative to the best compared isomer or geometry (same formula, charge and spin) (kJ/mol): 284.33
Net charge: +1
Expectation value of S²: 6.022
E_HOMO (spin up / spin down) (eV): -12.060 / -12.058